Entry from the OMol25 dataset: a structure of composition C45H57N6P4Re at a distorted geometry (ωB97M-V/def2-TZVPD).

Calculated values
- ⟨S²⟩ = 0.97
- HOMO level (alpha / beta) (eV) = -15.49 / -15.73
- strongest force on any atom (eV/Å) = 3.0
- net charge = +3
- E_LUMO (alpha / beta) (hartree) = -0.349 / -0.376
- multiplicity = 2
- DFT total energy (Eh) = -3520.31276
- ΔE to the lowest compared entry with this formula, charge and spin (eV) = 2.339

Last column: Mulliken charge in e.
Element x y z (Å)
Re: -0.38633 0.04900 -0.04245  1.848
C: 1.11261 4.08009 4.04558  -1.105
C: 1.70861 3.84952 2.81037  -1.388
C: 1.08386 3.06128 1.86317  0.756
C: -0.17278 2.50917 2.12814  -1.329
C: -0.76271 2.73122 3.39072  -0.252
C: -0.12377 3.50990 4.33269  -0.911
N: -0.86863 1.77487 1.16318  0.643
C: -2.20810 2.09009 1.04860  0.410
C: -2.78479 3.33448 1.37412  0.133
C: -4.15051 3.49641 1.31364  -1.105
C: -4.98973 2.42567 0.97692  -0.903
C: -4.45492 1.19018 0.66382  -0.296
C: -3.07389 1.04532 0.64962  0.118
N: -2.36368 -0.13385 0.48314  1.680
N: -2.92679 -1.21553 0.84212  -1.466
C: -2.04586 -2.16227 1.27877  0.045
C: -2.55353 -3.34260 1.82373  -0.849
C: -1.70306 -4.17549 2.52110  -0.540
C: -0.37661 -3.78822 2.67070  -1.138
C: 0.05864 -2.61621 2.07283  -0.226
N: -0.73113 -1.81456 1.36259  0.090
H: 1.60802 4.69921 4.78118  0.464
H: 2.65869 4.31217 2.57972  0.624
H: 1.52413 2.92322 0.88477  0.697
H: -1.71008 2.26414 3.62877  0.610
H: -0.59239 3.67559 5.29343  0.483
H: -2.14509 4.16277 1.64502  0.676
H: -4.58567 4.45694 1.55459  0.504
H: -6.06173 2.56820 0.96691  0.487
H: -5.08678 0.34669 0.41953  0.549
H: -3.60961 -3.54956 1.71536  0.620
H: -2.06237 -5.09518 2.96245  0.507
H: 0.31509 -4.38987 3.24340  0.520
H: 1.08648 -2.30917 2.17727  0.126
C: 3.17097 -1.22455 2.77233  -1.509
P: 2.05935 0.11938 2.17415  1.715
C: 1.60969 0.87992 3.77785  -0.369
C: 3.28647 1.16307 1.33201  -0.330
C: 4.24294 1.91848 1.99887  -1.194
C: 5.17406 2.64641 1.27377  -0.866
C: 5.15730 2.60850 -0.11211  -1.056
C: 4.21874 1.83970 -0.78583  -1.182
C: 3.28485 1.09759 -0.06681  0.651
P: 2.10232 -0.04980 -0.87673  2.439
C: 2.46728 0.17328 -2.66052  -1.354
C: 3.02156 -1.63674 -0.73516  -1.710
H: 3.78758 -0.82699 3.57980  0.508
H: 3.82733 -1.57479 1.98052  0.468
H: 2.59138 -2.06390 3.16124  0.612
H: 2.39782 1.53829 4.14168  0.522
H: 1.45626 0.07666 4.49920  0.592
H: 0.69023 1.45145 3.69363  -0.509
H: 4.25051 1.96556 3.08099  0.486
H: 5.91051 3.25051 1.78727  0.492
H: 5.87991 3.18144 -0.67787  0.482
H: 4.23977 1.82037 -1.86700  0.406
H: 3.53733 0.03780 -2.82150  0.755
H: 2.16252 1.13613 -3.05003  0.108
H: 1.94846 -0.60781 -3.21592  0.125
H: 4.08264 -1.39932 -0.81071  0.494
H: 2.75229 -2.28424 -1.56879  0.630
H: 2.82491 -2.16193 0.19426  0.304
C: -2.68257 2.00499 -2.21280  -1.361
P: -0.89913 1.72169 -1.89478  1.506
C: -0.50046 0.73655 -3.40052  -0.814
N: -0.21998 1.37848 -4.49992  0.168
C: -0.01608 0.72505 -5.65770  0.160
C: 0.34544 1.40574 -6.83634  -0.470
C: 0.51774 0.69469 -7.99102  -0.668
C: 0.32702 -0.70655 -8.02164  -0.629
C: -0.01960 -1.39714 -6.89476  -0.540
C: -0.18540 -0.69556 -5.68427  0.112
N: -0.46886 -1.33574 -4.53721  -0.169
C: -0.58226 -0.69104 -3.41117  -0.208
P: -0.96992 -1.64464 -1.87611  1.128
C: -2.76724 -1.78786 -2.19215  -1.598
C: -0.35278 -3.47145 -1.93937  2.117
C: 0.57398 -3.68827 -0.72676  -1.048
C: -1.53975 -4.42679 -1.81757  -2.031
C: 0.41209 -3.77568 -3.22685  -1.851
C: -0.22418 3.49304 -2.07678  2.011
C: -0.70964 4.30477 -0.87222  -1.990
C: -0.74207 4.18241 -3.34408  -1.756
C: 1.30386 3.47428 -2.07813  -2.407
H: -2.79926 2.27372 -3.26175  0.608
H: -3.04571 2.82523 -1.59339  0.439
H: -3.28814 1.12937 -1.99911  0.028
H: 0.47154 2.47994 -6.80035  0.515
H: 0.79996 1.20370 -8.90259  0.444
H: 0.45944 -1.23740 -8.95463  0.438
H: -0.16465 -2.46933 -6.89479  0.515
H: -2.89665 -2.32652 -3.13025  0.576
H: -3.22029 -0.80465 -2.29346  0.202
H: -3.27064 -2.32723 -1.39202  0.499
H: 0.97342 -2.75249 -0.34789  -0.844
H: 1.40864 -4.33504 -0.99790  0.601
H: 0.03837 -4.17465 0.08802  0.245
H: -2.13894 -4.24090 -0.92443  0.361
H: -1.13360 -5.43639 -1.72908  0.507
H: -2.18850 -4.42069 -2.69183  0.398
H: 1.26761 -3.11346 -3.36687  0.373
H: -0.22378 -3.71064 -4.10160  0.447
H: 0.78558 -4.79990 -3.16112  0.533
H: -1.79658 4.33944 -0.80306  0.430
H: -0.36863 5.33361 -0.99777  0.835
H: -0.30059 3.93389 0.06495  0.059
H: -1.80860 4.39955 -3.29037  0.422
H: -0.53213 3.61343 -4.23930  0.161
H: -0.21975 5.13880 -3.42296  0.550
H: 1.69494 2.75190 -1.36208  0.339
H: 1.68323 4.45824 -1.79761  0.512
H: 1.68604 3.25310 -3.07450  0.354


Entry from the OMol25 dataset: a structure of composition C45H58As2Cl2I2MoN6O6 at a distorted geometry (ωB97M-V/def2-TZVPD).

Calculated values
- ⟨S²⟩ = 2.02
- HOMO level (alpha / beta) (eV) = -12.47 / -12.47
- strongest force on any atom (eV/Å) = 2.0
- net charge = +2
- E_LUMO (alpha / beta) (hartree) = -0.227 / -0.234
- multiplicity = 3
- DFT total energy (Eh) = -8584.56135

Last column: Mulliken charge in e.
Element x y z (Å)
Mo: -0.96323 0.01824 0.60088  -1.216
I: -8.20885 -1.61530 -1.80226  0.151
C: -6.30892 -0.90289 -1.26427  -0.854
C: -5.53178 -0.21227 -2.18007  -0.250
C: -4.29126 0.27228 -1.80278  -0.122
I: -3.10608 1.20588 -3.26006  0.166
C: -3.79475 0.10113 -0.50201  -1.079
O: -2.63676 0.60810 -0.06990  0.987
C: -4.58256 -0.65112 0.38368  0.851
C: -4.02280 -0.90939 1.75103  -1.544
N: -2.61632 -1.37124 1.69058  0.142
C: -2.48544 -2.69200 1.03282  -1.587
C: -2.20595 -2.54694 -0.43405  1.080
C: -2.78595 -3.37069 -1.37758  -1.009
C: -2.46592 -3.20226 -2.71732  -0.793
C: -1.56601 -2.20462 -3.05959  -1.464
C: -1.03520 -1.41426 -2.06180  -0.858
N: -1.33944 -1.57222 -0.76481  2.159
C: -5.81950 -1.14168 0.01072  -0.629
H: -5.89196 -0.04344 -3.18493  0.498
H: -4.04660 0.01275 2.33766  0.310
H: -4.64042 -1.65617 2.25781  0.571
H: -2.34096 -1.51533 2.65687  0.346
H: -1.63632 -3.21530 1.48274  0.323
H: -3.37804 -3.30219 1.18767  0.586
H: -3.48226 -4.13512 -1.06357  0.611
H: -2.92092 -3.82866 -3.47140  0.483
H: -1.30058 -2.02213 -4.09034  0.670
H: -0.36549 -0.59603 -2.29299  0.921
H: -6.41565 -1.69449 0.72519  0.528
O: 5.32029 -3.84903 1.45540  -0.462
C: 4.64792 -4.64058 2.42389  -0.569
N: 3.49898 -3.91222 2.88253  -0.086
C: 2.26833 -4.08374 2.34465  -0.058
O: 1.95893 -4.92830 1.52712  -0.665
C: 1.25887 -3.07900 2.83205  0.841
C: 0.67472 -3.08834 4.05842  -0.516
C: -0.20691 -2.03206 4.37246  -1.520
C: -0.51273 -1.11074 3.42393  -1.175
N: -0.05007 -1.15327 2.13259  2.317
C: 0.96516 -2.02394 1.92026  -2.255
H: 6.20996 -4.19766 1.32987  0.279
H: 5.30034 -4.84342 3.27552  0.431
H: 4.29303 -5.57642 1.98668  0.368
H: 3.67503 -3.03846 3.36238  0.279
H: 0.88557 -3.86010 4.78553  0.559
H: -0.63184 -1.94619 5.36174  0.565
H: -1.16610 -0.27875 3.66349  1.015
H: 1.29539 -2.13880 0.89830  0.606
Cl: 3.96593 2.56496 0.54323  -0.283
C: 2.38245 1.86886 0.69631  -0.272
Cl: 2.84199 -0.71056 2.57392  -0.458
C: 2.03199 0.81672 -0.03679  -0.635
O: 3.08796 0.44029 -1.02824  -0.202
O: 0.94998 0.14025 -0.11702  1.669
H: 1.76194 2.27041 1.47298  -0.199
C: 2.69718 -1.42314 -3.83603  -0.983
As: 2.32421 -2.16813 -2.05185  0.648
C: 3.61038 -0.96587 -1.10885  -0.998
C: 3.57576 -3.72472 -2.05259  -1.014
C: 4.48014 -3.79231 -3.23592  0.086
C: 5.75479 -3.23033 -3.19703  0.031
C: 6.59265 -3.30299 -4.29973  -0.860
C: 6.16695 -3.93757 -5.45736  -0.390
C: 4.89855 -4.50020 -5.50696  -0.769
C: 4.06318 -4.42621 -4.40524  -0.128
H: 3.76760 -1.43729 -4.03616  0.468
H: 2.33050 -0.39740 -3.89698  -0.033
H: 2.19983 -2.01502 -4.60324  0.434
H: 4.51914 -0.87970 -1.70357  0.786
H: 3.85360 -1.32196 -0.10868  0.359
H: 3.81590 1.05645 -0.73371  0.350
H: 2.96433 -4.62187 -1.97832  0.642
H: 4.15266 -3.63530 -1.13454  0.213
H: 6.09679 -2.76260 -2.28044  0.423
H: 7.58697 -2.87896 -4.25205  0.409
H: 6.82154 -3.99961 -6.31547  0.402
H: 4.56976 -5.01037 -6.40229  0.412
H: 3.07831 -4.87976 -4.43076  0.423
C: -0.25933 3.61846 -4.18028  -1.203
N: 0.07068 3.02118 -2.89481  0.293
C: 1.16650 2.06806 -2.93058  -0.395
C: -0.70139 3.09820 -1.77927  -0.783
O: -0.60406 2.26074 -0.85599  0.968
N: -1.56537 4.14531 -1.67125  0.543
C: -2.78472 4.01447 -0.89646  -1.258
C: -1.31948 5.48458 -2.18072  -1.249
H: -0.29193 2.83292 -4.93910  0.402
H: 0.49175 4.35028 -4.48363  0.301
H: -1.23757 4.08618 -4.15419  0.457
H: 1.22519 1.61450 -3.91982  0.464
H: 0.97920 1.29928 -2.18913  -0.375
H: 2.11737 2.56259 -2.71256  0.195
H: -3.65178 4.06118 -1.56137  0.438
H: -2.87729 4.83269 -0.17739  0.369
H: -2.77957 3.05942 -0.37492  0.163
H: -0.32395 5.56077 -2.60559  0.362
H: -1.39258 6.19006 -1.34946  0.390
H: -2.05728 5.77320 -2.93325  0.376
C: 0.37822 1.95453 3.76140  -1.113
As: -0.78465 2.06120 2.18021  1.719
C: -0.40493 3.90006 1.64947  -1.436
C: -2.56358 2.36395 3.01759  -1.103
C: -2.62843 3.56529 3.91096  0.044
C: -3.01426 4.80443 3.40471  -0.099
C: -3.07066 5.91856 4.22630  -0.813
C: -2.74850 5.80844 5.57099  -0.522
C: -2.39315 4.57368 6.09296  -0.856
C: -2.33609 3.46111 5.26868  -0.185
H: 0.86919 2.91279 3.92370  0.478
H: 1.14030 1.18537 3.62237  0.259
H: -0.19509 1.72004 4.65604  0.410
H: -0.15997 4.47709 2.53952  0.676
H: -1.29396 4.31895 1.18845  0.011
H: 0.41008 3.95145 0.93186  0.435
H: -2.81353 1.46394 3.58602  0.602
H: -3.26631 2.46655 2.18636  0.515
H: -3.31045 4.88695 2.36485  0.390
H: -3.38477 6.87047 3.81987  0.440
H: -2.79816 6.67603 6.21386  0.413
H: -2.17885 4.47461 7.14814  0.425
H: -2.09871 2.49281 5.69415  0.394